(1)
{
  "formula": "C5H7AgO4",
  "method": "the ωB97M-V functional and the def2-TZVPD basis",
  "gap_ev": 6.26,
  "e_homo_ha": -0.2997,
  "fmax_ha_per_bohr": 0.052,
  "total_energy_ha": -642.4959,
  "charge": 0,
  "elements": ["Ag", "O", "O", "O", "O", "C", "C", "C", "C", "C", "H", "H", "H", "H", "H", "H", "H"],
  "xyz": [[0.2461, -1.1241, 1.6580], [-1.2975, -1.2653, 0.0089], [-2.0030, 5.9978, 1.2356], [-0.7240, 0.8033, 0.6133], [-2.3495, 0.4511, -1.0274], [0.1360, 2.7808, 1.3747], [-0.6953, 2.0960, 0.4006], [-1.1388, 3.8244, 1.6769], [-1.6085, -0.0973, -0.2466], [-1.0045, 5.0748, 0.8316], [0.9527, 3.2728, 0.8206], [-2.1901, 3.4984, 1.6824], [-1.1086, 4.8281, -0.2385], [-1.9387, 6.7925, 0.6997], [-1.0336, 4.0962, 2.7383], [-0.0023, 5.5174, 0.9694], [0.4404, 2.2040, 2.2605]],
  "atomic_forces_ev_per_a": [[-0.3, 0.1, -0.3], [0.4, -0.9, 0.8], [-0.2, 0.0, 0.2], [0.0, 0.6, 0.9], [0.7, -0.6, 1.1], [-2.4, 1.1, -0.2], [0.5, -1.6, -1.5], [1.6, 0.6, 1.6], [-1.1, 1.1, -2.1], [0.3, 0.0, -0.4], [-0.4, 0.2, 0.6], [0.6, -0.8, -0.7], [0.0, -0.1, 0.3], [0.0, 0.0, -0.1], [0.3, 0.2, -0.1], [-0.2, -0.2, 0.1], [0.2, 0.1, -0.1]],
  "mulliken_charge": [0.553, -0.652, -0.517, -0.144, -0.488, 0.036, -0.711, -0.666, 0.878, -0.501, 0.266, 0.402, 0.339, 0.303, 0.360, 0.290, 0.251]
}

(2)
{
  "formula": "C3H4N2",
  "method": "the ωB97M-V functional and the def2-TZVPD basis",
  "gap_ev": 9.79,
  "e_homo_ha": -0.3255,
  "smiles": "c1c[nH]cn1",
  "fmax_ha_per_bohr": 0.030,
  "total_energy_ha": -226.2044,
  "relative_energy_kj_mol": 54.6,
  "charge": 0,
  "elements": ["N", "N", "C", "C", "C", "H", "H", "H", "H"],
  "xyz": [[-0.2388, -0.5293, -0.7595], [1.2003, 0.4872, 0.5622], [-0.9604, -0.1132, 0.3325], [-0.0330, 0.4757, 1.1628], [1.0292, -0.1020, -0.5990], [-0.6286, -1.1202, -1.4769], [-0.1505, 0.8664, 2.1686], [-1.9509, 0.1641, 0.0257], [1.7328, -0.1287, -1.4165]],
  "atomic_forces_ev_per_a": [[0.1, 0.2, -0.3], [0.0, -0.3, -0.1], [0.2, 0.5, -0.4], [-0.1, 0.1, 0.0], [0.3, -0.1, -0.1], [0.2, 0.4, -0.2], [-0.2, 0.1, -0.4], [-0.8, -0.6, 1.2], [0.3, -0.4, 0.3]],
  "mulliken_charge": [-0.069, -0.546, -0.286, -0.196, -0.100, 0.196, 0.376, 0.276, 0.351]
}

(3)
{
  "formula": "C22H22BN12O2OsS",
  "method": "the ωB97M-V functional and the def2-TZVPD basis",
  "gap_ev": [5.41, 5.44],
  "e_homo_ha": [-0.5287, -0.5288],
  "s_squared": 0.85,
  "spin_multiplicity": 2,
  "fmax_ha_per_bohr": 0.065,
  "total_energy_ha": -2172.3756,
  "relative_energy_kj_mol": 0.0,
  "charge": 2,
  "elements": ["Os", "S", "O", "O", "N", "N", "N", "N", "N", "N", "N", "N", "N", "N", "N", "N", "C", "C", "C", "C", "C", "C", "C", "C", "C", "C", "C", "C", "C", "C", "C", "C", "C", "C", "C", "C", "C", "C", "B", "H", "H", "H", "H", "H", "H", "H", "H", "H", "H", "H", "H", "H", "H", "H", "H", "H", "H", "H", "H", "H", "H"],
  "xyz": [[0.6214, 0.5109, 0.4995], [1.6194, 2.5249, 0.8060], [-1.1132, 1.1156, -3.0611], [2.1882, -0.2900, -0.4922], [-1.5717, -0.0469, 2.3804], [-0.1595, -1.4659, 0.3830], [-4.1860, -2.1528, 1.4283], [-3.7123, -0.8899, 1.4340], [0.6182, 0.3875, -1.7705], [3.9299, 2.9362, -0.3911], [-0.3895, 0.6167, 2.2487], [3.8276, 1.1390, 1.1690], [-1.1321, 1.3825, -0.0417], [-2.2843, 0.6576, 0.0881], [0.3931, -0.3428, -3.9811], [-1.4868, -1.7335, 0.5364], [-0.1230, 0.4441, -2.9282], [2.2106, -1.1990, -2.6784], [5.7004, -0.3005, 1.7064], [-2.7484, 2.5122, -1.0548], [1.6995, -0.3800, -1.6775], [-3.2608, 1.3237, -0.5236], [5.8524, 1.5999, 0.0347], [5.2132, 2.6351, -0.6242], [5.1206, 0.8460, 0.9518], [-5.8003, -0.7610, 2.1283], [-1.0822, 0.8695, 4.3458], [-1.7034, -3.0329, 0.2888], [3.3481, 2.1597, 0.4877], [0.4350, -2.6176, 0.0489], [-1.9929, 0.0990, 3.6314], [-0.0968, 1.1860, 3.4421], [-1.4044, 2.5000, -0.7519], [-0.5014, -3.6301, -0.0326], [-4.6883, -0.0457, 1.8646], [1.5003, -1.1222, -3.8475], [-0.3342, -0.2527, -5.2521], [-5.4354, -2.0882, 1.8343], [-2.2969, -0.5760, 1.0851], [-0.3350, -4.6628, -0.2790], [-2.9163, -0.3514, 3.9571], [5.4569, -0.2086, 2.7640], [-1.1385, 1.1552, 5.3803], [6.8945, 1.3849, -0.1532], [0.8080, 1.7566, 3.5669], [-4.5283, 1.0149, 1.9716], [-1.3771, -0.5164, -5.0956], [5.2598, -1.2317, 1.3465], [-0.2770, 0.7631, -5.6368], [-0.6288, 3.1981, -1.0151], [-6.7346, -0.3773, 2.4944], [1.7807, -1.6892, -4.7248], [5.7322, 3.2493, -1.3495], [-6.0317, -2.9836, 1.9089], [-3.2772, 3.2479, -1.6323], [1.4982, -2.6400, -0.1208], [0.1225, -0.9423, -5.9561], [-4.2609, 0.9265, -0.5531], [3.0892, -1.8079, -2.5540], [6.7790, -0.3583, 1.5889], [-2.6899, -3.4453, 0.3768]],
  "atomic_forces_ev_per_a": [[-2.7, 0.6, -1.9], [0.2, 0.0, -0.2], [0.0, -0.2, -0.3], [0.4, -0.2, 1.6], [0.6, 0.2, -0.3], [0.0, 0.2, 0.0], [0.0, -0.7, -0.1], [0.0, -0.1, -0.1], [1.0, -0.3, 1.0], [0.0, 0.1, 0.0], [0.9, -0.3, -0.1], [0.1, 0.0, 0.1], [0.3, -0.2, 0.1], [0.9, -0.2, 0.2], [0.5, -0.2, 0.3], [0.4, 0.2, -0.1], [-0.4, 0.1, -0.1], [-0.4, 0.2, -0.8], [0.0, 0.0, 0.0], [-0.1, -0.4, 0.2], [0.1, -0.1, -0.4], [0.1, 0.5, -0.2], [-0.1, 0.0, 0.0], [0.0, 0.0, 0.0], [-0.1, 0.1, 0.0], [-0.6, -0.2, 0.2], [0.2, 0.1, 0.1], [-0.1, -0.1, 0.0], [-0.1, -0.1, 0.1], [0.3, 0.1, -0.1], [-0.2, -0.1, 0.1], [0.1, 0.1, 0.1], [-0.1, -0.2, 0.3], [0.1, -0.1, 0.0], [0.4, 1.0, 0.1], [-0.3, 0.3, 0.2], [0.0, 0.0, -0.1], [0.0, -0.1, 0.0], [-1.1, 0.3, 0.2], [0.0, 0.0, 0.0], [-0.1, 0.0, -0.1], [0.0, 0.0, 0.0], [0.0, 0.0, 0.0], [0.0, 0.0, 0.0], [0.0, 0.0, 0.0], [0.1, 0.1, 0.0], [0.0, 0.0, 0.0], [0.0, 0.0, 0.0], [0.0, 0.0, 0.0], [0.0, 0.0, 0.0], [-0.1, -0.1, 0.0], [0.0, 0.0, 0.0], [0.0, 0.0, 0.0], [0.0, 0.0, 0.0], [0.0, 0.0, 0.0], [0.0, -0.1, 0.0], [0.0, 0.0, 0.0], [0.0, 0.0, 0.1], [0.0, 0.0, 0.0], [0.0, 0.0, 0.0], [-0.1, 0.0, 0.0]],
  "mulliken_spin": [0.243, 0.665, -0.001, 0.014, 0.000, -0.013, 0.000, 0.000, -0.015, 0.027, -0.016, 0.023, 0.029, -0.016, 0.001, 0.001, 0.000, 0.002, -0.002, -0.002, 0.011, -0.003, 0.027, -0.006, -0.011, 0.000, 0.008, 0.025, -0.020, 0.012, 0.027, 0.015, 0.003, 0.002, 0.000, 0.002, 0.000, 0.000, -0.010, 0.000, 0.001, -0.001, 0.000, 0.001, -0.013, 0.000, 0.000, 0.000, 0.000, -0.010, 0.000, 0.000, 0.000, 0.000, 0.000, 0.000, 0.000, 0.001, 0.000, 0.000, 0.001]
}

(4)
{
  "formula": "C3H6ClN",
  "method": "the ωB97M-V functional and the def2-TZVPD basis",
  "gap_ev": 10.69,
  "e_homo_ha": -0.3654,
  "smiles": "C/N=C(/C)Cl",
  "fmax_ha_per_bohr": 0.059,
  "total_energy_ha": -632.8102,
  "relative_energy_kj_mol": 43.3,
  "charge": 0,
  "elements": ["Cl", "N", "C", "C", "C", "H", "H", "H", "H", "H", "H"],
  "xyz": [[-2.1025, -0.2585, 0.2455], [0.6238, -0.5226, 0.0006], [-0.0230, 1.8795, 0.0107], [-0.1646, 0.3854, 0.0607], [0.4206, -1.8832, -0.0197], [0.9536, -2.2022, 0.8793], [-0.7095, -2.2049, 0.0757], [-0.5463, 2.3795, 0.7940], [1.0033, 2.2449, -0.1030], [-0.4596, 2.3075, -0.9890], [1.0041, -2.1252, -0.9547]],
  "atomic_forces_ev_per_a": [[1.1, 1.2, -0.1], [0.6, 2.4, 0.0], [-0.6, 0.6, -2.9], [-1.8, 0.5, 0.1], [-0.6, -1.9, -0.2], [0.1, -0.8, -0.3], [2.3, 0.6, -0.7], [-0.3, 0.2, 0.6], [0.1, -0.7, 0.6], [0.2, -1.1, 1.8], [-1.0, -1.0, 1.0]],
  "mulliken_charge": [-0.394, -0.332, -0.942, 0.655, -0.683, 0.256, 0.313, 0.300, 0.305, 0.258, 0.265]
}

(5)
{
  "formula": "C3H4IN4",
  "method": "the ωB97M-V functional and the def2-TZVPD basis",
  "gap_ev": 7.99,
  "e_homo_ha": -0.1879,
  "fmax_ha_per_bohr": 0.102,
  "total_energy_ha": -633.4234,
  "relative_energy_kj_mol": 73.3,
  "charge": -1,
  "elements": ["I", "N", "N", "N", "N", "C", "C", "C", "H", "H", "H", "H"],
  "xyz": [[-2.2554, -0.1551, 1.4257], [2.5134, 0.0048, 1.5564], [2.2497, -1.1451, 1.1058], [1.5002, 0.8618, 1.2014], [1.0258, -1.2012, 0.5297], [-0.9694, -0.0949, -1.3661], [-0.7390, 0.3949, 0.0938], [0.5976, 0.0657, 0.6241], [-0.8624, 1.8100, 0.0914], [-1.0388, -1.1378, -1.4607], [-1.9345, 0.2659, -1.8782], [-0.0873, 0.3309, -1.9234]],
  "atomic_forces_ev_per_a": [[-0.8, -0.4, 0.5], [-0.6, 2.2, -0.8], [-0.5, -2.4, -0.2], [-0.4, -0.1, 0.7], [0.7, 0.6, 0.2], [-0.4, 2.6, -0.4], [-0.2, 5.0, -1.5], [0.9, -0.7, 0.0], [0.5, -4.5, -0.1], [0.5, -1.5, 0.2], [1.3, 0.0, 1.1], [-0.9, -0.7, 0.3]],
  "mulliken_charge": [-0.015, -0.351, -0.405, -0.424, -0.281, -1.158, 0.097, 0.269, 0.277, 0.357, 0.308, 0.326]
}

(6)
{
  "formula": "C4H8O3S",
  "method": "the ωB97M-V functional and the def2-TZVPD basis",
  "gap_ev": 8.90,
  "e_homo_ha": -0.3140,
  "smiles": "COCOC(=S)CO",
  "fmax_ha_per_bohr": 0.059,
  "total_energy_ha": -781.0296,
  "relative_energy_kj_mol": 272.1,
  "charge": 0,
  "elements": ["S", "O", "O", "O", "C", "C", "C", "C", "H", "H", "H", "H", "H", "H", "H", "H"],
  "xyz": [[3.2109, -0.6645, -0.1878], [0.8712, -0.9657, 1.0097], [-1.1764, -0.0724, 0.0283], [0.2578, 2.0713, 0.3521], [-1.6781, -1.0034, -0.9048], [-0.5348, -0.5418, 1.1282], [1.3222, 1.2920, -0.2630], [1.6471, -0.1885, 0.2497], [-1.0236, -1.3793, 1.6139], [1.1280, 1.2405, -1.3531], [2.3790, 1.7597, 0.0530], [-0.3799, 0.2649, 1.7438], [-0.5453, 1.8407, -0.0998], [-0.8658, -1.5533, -1.4147], [-2.2480, -0.5377, -1.6986], [-2.3642, -1.5626, -0.2570]],
  "atomic_forces_ev_per_a": [[-2.0, 0.1, 0.7], [-0.1, 0.2, -1.9], [0.5, 1.0, -1.0], [2.0, -0.5, 0.0], [-0.1, -0.9, 0.6], [0.7, -0.9, 0.1], [0.9, 0.4, 1.6], [1.9, 0.2, -0.5], [-0.1, -0.3, -0.1], [0.6, 0.0, 0.6], [-2.7, -0.5, -1.2], [-0.6, 1.9, 1.7], [-0.6, -0.3, -0.2], [-0.4, -0.2, 0.6], [-0.1, 0.6, 0.2], [0.1, -1.0, -0.9]],
  "mulliken_charge": [-0.237, -0.358, -0.327, -0.542, -0.693, -0.425, -0.275, 0.227, 0.394, 0.253, 0.327, 0.461, 0.342, 0.289, 0.247, 0.316]
}

(7)
{
  "formula": "C4H11N6O2",
  "method": "the ωB97M-V functional and the def2-TZVPD basis",
  "gap_ev": 8.66,
  "e_homo_ha": -0.4649,
  "smiles": "N[C@H]1C([N+](=O)[O-])=CN(N)[C@]1(N)[NH3+]",
  "fmax_ha_per_bohr": 0.079,
  "total_energy_ha": -637.5833,
  "relative_energy_kj_mol": 240.1,
  "charge": 1,
  "elements": ["O", "O", "N", "N", "N", "N", "N", "N", "C", "C", "C", "C", "H", "H", "H", "H", "H", "H", "H", "H", "H", "H", "H"],
  "xyz": [[-0.1454, 1.4080, -3.2151], [0.9789, -0.5495, -3.6294], [-1.6306, 0.1282, 1.1011], [0.1747, -1.2286, 0.3457], [-0.3852, -2.2258, 1.1549], [0.4478, 0.5365, 1.9385], [1.1601, 2.0727, -0.0554], [0.5228, 0.3759, -2.8963], [0.1160, 1.1448, -0.4205], [0.5064, 0.0383, -1.4416], [-0.1088, 0.1179, 0.7167], [0.3559, -1.2760, -0.9897], [2.0765, 1.5627, -0.2286], [-2.2935, 0.5631, 0.3806], [-1.8457, 0.6162, 2.0775], [0.5590, -0.1914, 2.6059], [-1.7754, -0.9758, 1.2202], [0.0844, -2.3079, 2.0656], [0.5029, -2.2226, -1.6782], [-0.8308, 1.6144, -0.6981], [1.2727, 1.0835, 1.7817], [0.9706, 2.7199, -0.8093], [-0.7131, -3.0044, 0.6738]],
  "atomic_forces_ev_per_a": [[2.5, -2.6, 0.4], [-1.1, 3.2, 1.3], [-2.5, -0.9, 0.8], [0.2, -0.8, 0.3], [0.0, 2.4, 1.5], [0.4, 0.4, -0.3], [0.4, -0.9, -1.1], [-1.5, -1.7, -0.2], [0.9, -3.8, -0.3], [-1.1, -0.4, -1.5], [-2.1, 1.9, 3.0], [1.5, 1.1, -3.4], [-1.3, 1.3, 0.0], [1.2, -1.0, 1.1], [1.0, -1.2, -2.6], [0.4, -0.5, 0.6], [-0.2, 2.1, 0.0], [0.0, -0.7, -1.1], [-0.4, 2.0, 1.8], [0.4, 0.3, 0.0], [0.4, 0.4, 0.3], [1.2, 1.0, 0.1], [-0.2, -1.7, -0.7]],
  "mulliken_charge": [-0.516, -0.524, -0.377, 0.422, -0.726, -0.530, -0.779, 0.874, 0.137, -0.352, -0.003, -0.276, 0.340, 0.382, 0.381, 0.162, 0.476, 0.226, 0.387, 0.464, 0.263, 0.366, 0.202]
}

(8)
{
  "formula": "C4H11NSi",
  "method": "the ωB97M-V functional and the def2-TZVPD basis",
  "gap_ev": [8.79, 8.54],
  "e_homo_ha": [-0.3587, -0.3526],
  "fmax_ha_per_bohr": 0.118,
  "total_energy_ha": -502.9994,
  "relative_energy_kj_mol": 710.6,
  "charge": 0,
  "elements": ["Si", "N", "C", "C", "C", "C", "H", "H", "H", "H", "H", "H", "H", "H", "H", "H", "H"],
  "xyz": [[-0.3041, -0.1194, -0.0519], [-1.0714, 1.1141, -0.8410], [-0.3820, 0.1181, 1.8385], [-1.3407, -1.6910, -0.5148], [1.5703, -0.4859, -0.0856], [0.3466, 2.3534, -1.7748], [1.8209, -1.3844, 0.6753], [0.5243, 0.4217, 2.2715], [-1.0491, -1.8118, -1.6359], [-1.1236, -2.4673, 0.0617], [1.9486, -0.8018, -0.9974], [2.1871, 0.3527, 0.0234], [-0.3958, 3.0709, -1.9854], [1.2432, 2.5916, -1.2927], [-0.5288, -0.7196, 2.3789], [-1.1111, 0.9538, 2.1905], [-2.3344, -1.4949, -0.2602]],
  "atomic_forces_ev_per_a": [[2.0, -3.9, 3.1], [1.7, 4.8, -3.3], [-2.0, 4.4, -1.2], [2.0, 4.0, -3.8], [-1.1, -2.5, 1.4], [-3.9, -2.6, 1.7], [-0.6, 2.3, -1.5], [1.7, 0.9, 0.0], [-1.2, -0.3, 1.9], [1.7, -3.6, 2.2], [0.4, -1.2, -2.2], [0.8, 1.5, 1.2], [-0.5, 0.7, -0.7], [1.4, -0.3, 0.7], [-1.3, -3.2, 1.5], [0.8, -1.6, -0.6], [-1.9, 0.6, -0.5]],
  "mulliken_charge": [0.587, -0.390, -1.255, -1.064, -1.194, -0.486, 0.218, 0.397, 0.197, 0.418, 0.450, 0.370, 0.335, 0.337, 0.454, 0.283, 0.342]
}